# 1
{"formula": "CHCl2FS", "method": "ωB97M-V with the def2-TZVPD basis set", "species": ["F", "C", "S", "Cl", "Cl", "H"], "coordinates": [[0.0704, 0.1703, -1.5183], [0.4398, -0.0366, 0.0688], [-1.0669, -0.8591, 0.6044], [0.6251, 1.6297, 0.6388], [1.9096, -0.9179, 0.1285], [-1.9780, 0.0136, 0.0778]], "forces_ev_per_angstrom": [[1.2, -0.3, 3.2], [-1.9, 1.5, -3.5], [0.2, -0.2, 0.3], [0.0, -0.7, -0.2], [-0.4, -0.1, 0.1], [0.8, -0.2, 0.1]], "lowdin_charge": [-0.3078, -1.5524, 0.7090, 0.5814, 0.6596, -0.0898], "smiles": "FC(S)(Cl)Cl"}

# 2
{"formula": "C7H18NO", "method": "ωB97M-V with the def2-TZVPD basis set", "species": ["O", "C", "C", "C", "H", "H", "H", "H", "H", "H", "C", "C", "C", "C", "N", "H", "H", "H", "H", "H", "H", "H", "H", "H", "H", "H", "H"], "coordinates": [[-1.2862, 0.0803, -1.4136], [-2.1000, 0.1422, -2.3207], [-3.3355, 1.0078, -2.2280], [-1.9305, -0.6422, -3.6013], [-3.3673, 1.5305, -1.2573], [-4.2440, 0.3898, -2.3248], [-3.3351, 1.7613, -3.0335], [-2.7802, -1.3311, -3.7424], [-1.8843, 0.0414, -4.4657], [-0.9998, -1.2334, -3.5701], [2.4952, -0.1810, 2.7385], [0.1404, -0.4477, 2.1844], [1.4596, 1.2808, 1.0911], [1.8490, -1.0631, 0.5642], [1.4861, -0.1027, 1.6446], [2.2399, 0.5250, 3.5466], [3.4976, 0.0720, 2.3540], [2.5266, -1.2003, 3.1587], [-0.1426, 0.2551, 2.9860], [-0.6183, -0.3942, 1.3856], [0.1441, -1.4702, 2.5982], [2.4498, 1.5510, 0.6872], [0.7164, 1.3547, 0.2794], [1.1921, 2.0040, 1.8799], [2.8438, -0.8205, 0.1541], [1.8728, -2.0928, 0.9589], [1.1105, -1.0168, -0.2537]], "forces_ev_per_angstrom": [[-0.1, 0.0, -0.2], [0.0, 0.0, 0.0], [-0.1, 0.3, 0.4], [0.4, -0.3, -0.1], [0.1, -0.3, -0.4], [0.3, 0.2, -0.1], [-0.1, -0.4, 0.2], [0.2, 0.4, 0.0], [-0.2, -0.2, 0.3], [-0.4, 0.3, 0.0], [0.6, 0.0, 0.7], [-1.0, -0.2, 0.3], [-0.1, 1.0, -0.4], [0.2, -0.7, -0.8], [0.0, 0.0, 0.0], [0.0, -0.3, -0.5], [-0.5, -0.1, 0.0], [-0.1, 0.4, -0.3], [0.3, -0.2, -0.4], [0.5, 0.0, 0.2], [0.2, 0.5, -0.2], [-0.4, -0.3, 0.3], [0.3, -0.3, 0.4], [0.1, -0.5, -0.2], [-0.4, 0.0, 0.3], [-0.1, 0.5, 0.0], [0.2, 0.2, 0.5]], "lowdin_charge": [0.0181, -0.4930, -0.0235, -0.0233, 0.0859, 0.0952, 0.0952, 0.0955, 0.0953, 0.0854, -0.0055, 0.0010, 0.0010, 0.0007, -0.4380, 0.1193, 0.1193, 0.1193, 0.1201, 0.1108, 0.1202, 0.1202, 0.1108, 0.1201, 0.1202, 0.1202, 0.1093], "total_charge": 1}

# 3
{"formula": "C16H25B3BrN3O4", "method": "ωB97M-V with the def2-TZVPD basis set", "species": ["C", "C", "C", "O", "B", "O", "B", "C", "O", "B", "Br", "O", "H", "H", "H", "H", "H", "H", "H", "H", "H", "H", "C", "C", "C", "N", "C", "H", "H", "H", "H", "H", "C", "C", "C", "N", "C", "H", "H", "H", "H", "H", "C", "C", "C", "N", "C", "H", "H", "H", "H", "H"], "coordinates": [[0.6793, -0.5118, -0.0797], [0.8466, 0.9913, -0.4799], [-0.2538, 1.9719, 0.0426], [-1.0362, 1.4760, 1.1350], [-2.3110, 1.0718, 0.7267], [-2.8151, -0.2190, 1.0470], [-3.2319, -0.8113, -0.1783], [-2.5695, -2.2192, -0.5732], [-4.1780, -0.1242, -0.9905], [-3.7456, 1.2254, -1.1002], [-3.9323, 2.0452, -2.9032], [-3.1990, 1.9185, -0.0046], [0.5772, -1.1647, -0.9709], [1.6161, -0.8315, 0.4236], [-0.1600, -0.7328, 0.6011], [1.8697, 1.3338, -0.2230], [0.8115, 1.0372, -1.5914], [-0.8670, 2.3362, -0.8113], [0.2670, 2.8809, 0.4166], [-3.2964, -2.8397, -1.1378], [-1.6917, -2.0523, -1.2338], [-2.2632, -2.7170, 0.3670], [6.2600, 2.3217, 0.0854], [6.5029, 1.0103, 0.5670], [5.5039, 0.7101, 1.4575], [4.6700, 1.7923, 1.5342], [5.1204, 2.7772, 0.6979], [6.8523, 2.8693, -0.6297], [7.3172, 0.3598, 0.2919], [5.3160, -0.1761, 2.0413], [3.8531, 1.8544, 2.1145], [4.5943, 3.7135, 0.6122], [2.4296, 0.1095, 3.8363], [1.0692, 0.5007, 3.9111], [0.6213, 0.1782, 5.1657], [1.6607, -0.3962, 5.8482], [2.7683, -0.4379, 5.0476], [3.0852, 0.2169, 2.9890], [0.4836, 0.9658, 3.1334], [-0.3425, 0.3057, 5.6296], [1.6165, -0.7343, 6.7912], [3.6961, -0.8521, 5.4059], [-3.7005, -2.1705, -5.8515], [-4.8218, -2.9986, -5.5949], [-5.3613, -2.5961, -4.3994], [-4.6062, -1.5596, -3.9227], [-3.5949, -1.2901, -4.8043], [-3.0457, -2.2132, -6.7068], [-5.1921, -3.7984, -6.2156], [-6.2137, -2.9577, -3.8485], [-4.7690, -1.0702, -3.0585], [-2.8894, -0.4994, -4.6103]], "forces_ev_per_angstrom": [[0.7, -0.2, 0.0], [-0.3, -0.5, -0.6], [1.4, 1.4, -0.3], [-1.9, -0.7, -1.2], [-0.2, 0.0, 1.6], [0.7, 1.1, -2.0], [-0.1, -1.1, 0.9], [-1.0, 0.6, 0.0], [2.1, 1.3, 0.2], [-1.0, 0.1, 0.3], [0.1, -0.3, 1.3], [0.8, -1.5, -1.7], [0.0, 0.4, 0.5], [-0.7, 0.0, -0.2], [0.4, 0.3, -0.3], [-0.7, -0.1, 0.1], [0.0, 0.1, 0.7], [0.0, -0.4, 0.6], [-0.4, -0.5, -0.2], [0.5, 0.2, 0.3], [-0.4, -0.1, 0.4], [0.0, 0.1, -0.7], [-0.1, 0.1, 0.0], [0.0, -0.1, 0.1], [0.0, 0.0, 0.0], [0.0, 0.0, -0.1], [0.0, 0.0, 0.0], [0.0, 0.0, 0.0], [0.0, 0.0, 0.0], [0.0, 0.0, 0.0], [0.0, 0.1, 0.0], [0.0, 0.0, 0.0], [0.1, 0.0, 0.1], [-0.2, 0.1, 0.0], [0.0, 0.0, 0.0], [0.0, 0.1, -0.2], [0.0, 0.0, 0.0], [0.0, -0.2, 0.0], [0.0, 0.0, 0.0], [0.0, 0.0, 0.0], [0.0, 0.0, 0.0], [0.0, 0.0, 0.0], [0.1, 0.1, 0.0], [-0.1, -0.1, 0.1], [0.0, 0.0, 0.0], [0.0, -0.1, -0.1], [0.0, 0.0, 0.1], [0.0, 0.0, 0.0], [0.0, 0.0, 0.0], [0.0, 0.0, 0.0], [0.0, 0.0, 0.0], [0.0, 0.0, 0.0]], "lowdin_charge": [-0.0783, -0.1787, -0.1651, 0.0835, -0.6259, 0.2760, -0.4955, 0.0381, 0.1708, -0.8926, 0.7631, 0.2324, 0.0697, 0.0729, 0.0670, 0.0945, 0.1073, 0.1249, 0.1297, 0.0724, 0.0730, 0.0814, -0.1138, -0.1123, -0.1464, 0.0013, -0.1437, 0.0895, 0.0896, 0.1011, 0.1143, 0.1039, -0.1115, -0.0950, -0.1305, 0.0037, -0.1331, 0.0562, 0.0812, 0.1072, 0.1440, 0.1075, -0.1142, -0.1167, -0.1403, 0.0144, -0.1527, 0.0885, 0.0881, 0.1041, 0.1081, 0.0871], "smiles": "CCCOB1OB(C)OB(Br)O1.c1cc[nH]c1.c1cc[nH]c1.c1cc[nH]c1"}

# 4
{"formula": "C24H48Br16O4S2", "method": "ωB97M-V with the def2-TZVPD basis set", "species": ["C", "C", "C", "S", "O", "O", "C", "H", "H", "H", "H", "H", "H", "H", "H", "C", "C", "C", "S", "O", "O", "C", "H", "H", "H", "H", "H", "H", "H", "H", "Br", "C", "C", "Br", "H", "H", "H", "H", "Br", "C", "C", "Br", "H", "H", "H", "H", "Br", "C", "C", "Br", "H", "H", "H", "H", "Br", "C", "C", "Br", "H", "H", "H", "H", "Br", "C", "C", "Br", "H", "H", "H", "H", "Br", "C", "C", "Br", "H", "H", "H", "H", "Br", "C", "C", "Br", "H", "H", "H", "H", "Br", "C", "C", "Br", "H", "H", "H", "H"], "coordinates": [[1.2958, -0.8251, 0.5625], [-0.0671, -1.4490, 0.1600], [-0.9686, -0.4994, -0.5901], [0.1841, 0.6072, -1.5434], [-0.2491, 1.9980, -1.4476], [0.5433, 0.0862, -2.8848], [1.6749, 0.2403, -0.4994], [2.1779, -1.4633, 0.6149], [1.1717, -0.3256, 1.5234], [-0.5764, -1.9518, 0.9822], [0.0942, -2.2554, -0.5554], [-1.5594, 0.1212, 0.0836], [-1.6448, -1.0207, -1.2678], [1.9350, 1.2257, -0.1130], [2.4423, -0.0940, -1.1976], [2.5231, -1.4707, 5.9912], [2.0780, -2.0249, 4.6653], [0.7572, -1.2486, 4.2763], [1.0869, 0.5412, 4.7895], [-0.0694, 1.1182, 5.5030], [1.5911, 1.3245, 3.6706], [2.4825, 0.0428, 5.8404], [3.4948, -1.8379, 6.3217], [1.7721, -1.9264, 6.6366], [1.9488, -3.1032, 4.7586], [2.7827, -1.9240, 3.8399], [0.0415, -1.6464, 4.9958], [0.3817, -1.3862, 3.2623], [2.3456, 0.6003, 6.7670], [3.3386, 0.3238, 5.2271], [-5.0924, -5.9137, -5.3150], [-4.2468, -4.2917, -4.5055], [-2.6994, -4.4159, -4.5068], [-2.0158, -2.8135, -3.5147], [-4.6356, -4.1892, -3.4924], [-4.4989, -3.3838, -5.0535], [-2.3144, -4.3698, -5.5255], [-2.3176, -5.3432, -4.0797], [-2.5096, -0.0942, 2.6434], [-2.0843, 1.7992, 3.0139], [-2.5178, 2.3332, 4.3591], [-4.4958, 2.0672, 4.4255], [-2.5213, 2.3833, 2.2040], [-1.0465, 2.1213, 2.9277], [-2.2646, 3.3928, 4.3943], [-2.1675, 1.7648, 5.2207], [-2.3624, -4.2509, 2.6385], [-1.1993, -5.0966, 1.3300], [-1.7725, -4.6888, -0.0803], [-0.6414, -5.4977, -1.4991], [-1.3481, -6.1549, 1.5443], [-0.1476, -4.8830, 1.5213], [-1.8206, -3.6075, -0.2090], [-2.7848, -5.0774, -0.1911], [3.7247, -2.9664, -2.0096], [2.3425, -3.0294, -3.5037], [2.3466, -4.4347, -4.1445], [1.6437, -4.3082, -5.9470], [2.5167, -2.2258, -4.2193], [1.3913, -2.9102, -2.9850], [1.7924, -5.0930, -3.4754], [3.3473, -4.8598, -4.2219], [-0.5840, 6.1849, -5.6357], [-0.5343, 4.6842, -4.2728], [-0.5849, 3.2750, -4.8571], [-2.2430, 2.7251, -5.6654], [-1.4604, 4.7996, -3.7097], [0.3061, 4.9015, -3.6136], [-0.2417, 2.6048, -4.0690], [0.2393, 3.1524, -5.5599], [6.0686, 0.7757, -3.7063], [4.7323, 2.2144, -3.1429], [4.8375, 2.4238, -1.6195], [3.1583, 3.4350, -1.0612], [3.6998, 1.9430, -3.3630], [4.9097, 3.1323, -3.7034], [5.7510, 2.9441, -1.3316], [4.8776, 1.4097, -1.2220], [-3.8441, 0.5987, -1.7978], [-4.1027, 2.5608, -1.2649], [-5.0179, 2.6760, 0.0217], [-5.2956, 4.6182, 0.6044], [-4.6721, 3.0805, -2.0355], [-3.1325, 2.9605, -0.9700], [-4.5760, 2.1565, 0.8720], [-6.0046, 2.2363, -0.1233], [2.8798, 5.5015, 1.6649], [1.3790, 4.3429, 2.1429], [1.0632, 4.2703, 3.6222], [2.7937, 3.9528, 4.6228], [1.4235, 3.3629, 1.6676], [0.4903, 4.7392, 1.6517], [0.4509, 3.3845, 3.7913], [0.6242, 5.2137, 3.9469]], "forces_ev_per_angstrom": [[-0.3, 1.3, -0.5], [0.8, -1.3, -0.8], [0.4, 0.8, 0.0], [0.7, -1.2, -1.0], [0.3, -0.6, 0.2], [-1.0, 0.6, 1.9], [-1.0, 0.5, -0.1], [-0.5, -0.6, 0.2], [0.1, 0.1, 0.0], [-0.1, 0.4, 0.3], [0.5, -0.3, 0.0], [0.1, 0.2, -0.3], [0.2, 0.2, -0.1], [0.1, -0.3, 0.3], [-0.1, -0.1, 0.0], [-0.7, -0.2, -0.2], [-0.3, 0.2, -1.9], [0.9, -0.4, 1.3], [-1.6, -1.7, -0.1], [1.9, -0.9, -0.6], [0.0, -0.3, 0.0], [-0.3, 0.4, 0.4], [0.0, 0.2, -0.1], [0.1, 0.7, 0.8], [-0.5, 0.0, -0.1], [0.4, 0.3, 0.1], [-0.5, 0.5, -0.1], [0.2, 0.3, 0.1], [0.5, 0.1, -0.1], [0.1, 0.4, 0.4], [0.6, 1.0, 0.4], [0.9, -0.2, 0.1], [-0.9, 0.1, -0.2], [-0.2, -0.7, -0.6], [0.0, -0.3, -0.1], [-0.3, -0.4, -0.2], [0.0, 0.3, 0.2], [-0.1, 0.4, 0.5], [0.7, 0.9, 0.4], [0.2, 0.9, -0.2], [-1.6, -1.1, -0.3], [0.5, 0.6, 0.2], [-0.6, -0.3, 0.1], [0.6, -1.2, -0.1], [-0.3, 0.0, 0.2], [0.2, 0.3, -0.4], [0.2, 0.4, 0.2], [-0.9, -0.3, -1.1], [0.8, -0.7, 1.0], [-0.4, 0.3, 0.7], [0.1, 0.1, -0.4], [-0.2, 0.5, -0.2], [0.3, -0.2, -0.1], [0.2, -0.1, -0.1], [-0.8, 0.1, -0.9], [0.0, -0.9, 0.3], [0.8, 0.6, 0.8], [-0.2, -0.2, 0.3], [0.3, -0.1, 0.4], [0.1, 0.4, -0.1], [-0.3, -0.1, -0.5], [-0.1, 0.3, -0.2], [0.1, -1.1, 0.8], [-1.4, 0.3, -0.6], [2.0, 0.5, 0.1], [0.3, 0.2, 0.3], [0.1, 0.4, 0.1], [0.1, -0.3, -0.4], [-0.9, -0.3, 0.3], [-0.4, 0.1, -0.6], [-1.4, 1.4, 0.6], [0.1, 0.3, 0.2], [0.4, -0.7, -1.2], [1.1, -0.2, 0.0], [0.3, -0.7, -0.3], [0.5, -0.2, 0.0], [-0.5, 0.4, 0.2], [-0.6, 0.3, 0.8], [-0.5, 1.8, 0.4], [-1.4, -0.3, 1.9], [0.5, -0.3, -0.4], [0.4, -1.6, -0.6], [0.8, -0.2, -0.4], [0.0, -0.1, -0.8], [0.1, 0.3, 0.0], [0.0, 0.4, -0.2], [-0.1, -0.9, 0.1], [-1.5, -0.5, -0.3], [1.4, 0.1, -0.2], [-1.1, 0.6, -0.6], [1.1, -0.1, 0.2], [0.1, 0.6, 0.0], [0.1, 0.2, 0.3], [0.2, -0.3, 0.4]], "lowdin_charge": [-0.1738, -0.2332, -0.2901, 0.6908, -0.3792, -0.3589, -0.2233, 0.0997, 0.0748, 0.0715, 0.0960, 0.0118, 0.0003, 0.0143, 0.0689, -0.2169, -0.2237, -0.1742, 0.7093, -0.3408, -0.4197, -0.2111, 0.1288, 0.1245, 0.1204, 0.1108, 0.1014, 0.0554, 0.1113, 0.1071, 0.5801, -0.6672, -0.6183, 0.6008, 0.0415, 0.0530, 0.0555, 0.0239, 0.6857, -0.6818, -0.6237, 0.5941, 0.0424, 0.0329, 0.0712, 0.0307, 0.6286, -0.6711, -0.6492, 0.6140, 0.0459, 0.0531, 0.0124, 0.0563, 0.5406, -0.6073, -0.7045, 0.6474, 0.0486, 0.0160, 0.0290, 0.0424, 0.5298, -0.6256, -0.7288, 0.6448, 0.0389, 0.0461, 0.0288, 0.0563, 0.6046, -0.6172, -0.5394, 0.7591, 0.0420, 0.0624, 0.0727, 0.0473, 0.6236, -0.5499, -0.6053, 0.5213, 0.0544, 0.0401, 0.0106, 0.0522, 0.8704, -0.6390, -0.5450, 0.7278, 0.0555, 0.0811, 0.0246, 0.0804], "spin_multiplicity": 2, "total_charge": 1}

# 5
{"formula": "C28H20ClNO3S", "method": "ωB97M-V with the def2-TZVPD basis set", "species": ["N", "C", "C", "C", "C", "C", "S", "C", "Cl", "O", "O", "C", "C", "H", "H", "H", "H", "H", "C", "O", "C", "C", "C", "C", "C", "C", "C", "C", "C", "C", "C", "C", "C", "C", "C", "C", "C", "C", "C", "H", "H", "H", "H", "H", "H", "H", "H", "H", "H", "H", "H", "H", "H", "H"], "coordinates": [[1.2762, -4.8309, 5.6978], [0.8308, -4.2369, 4.8051], [0.2929, -3.5229, 3.7238], [-0.4663, -2.3804, 3.9348], [-0.9664, -1.6698, 2.8669], [-0.7129, -2.0873, 1.5842], [-1.3410, -1.1104, 0.2143], [-2.8786, -1.9120, -0.2037], [-3.8969, -1.1179, -1.3090], [-1.7345, 0.2316, 0.7828], [-0.3492, -1.3550, -0.8951], [0.0447, -3.2124, 1.3580], [0.5480, -3.9283, 2.4212], [-0.6497, -2.0596, 4.9462], [-1.5291, -0.7621, 3.0115], [-3.1587, -2.8615, 0.1937], [0.2670, -3.4972, 0.3430], [1.1484, -4.8089, 2.2642], [-11.3157, -0.8117, -3.5083], [-10.1665, -1.5144, -3.9199], [-8.9977, -0.8046, -3.7643], [-7.7896, -1.3911, -4.1894], [-6.6034, -0.7186, -4.1129], [-6.5456, 0.5887, -3.5902], [-5.3805, 1.4350, -3.7038], [-5.2066, 2.6605, -2.9612], [-4.3233, 3.5111, -3.6619], [-4.0684, 4.7950, -3.1854], [-4.6485, 5.1953, -1.9998], [-5.4727, 4.3383, -1.2740], [-5.7629, 3.0808, -1.7436], [-3.8537, 2.7867, -4.8278], [-4.4574, 1.5052, -4.8199], [-4.1674, 0.6057, -5.8575], [-3.2983, 0.9826, -6.8552], [-2.7270, 2.2519, -6.8642], [-2.9972, 3.1571, -5.8616], [-7.7502, 1.1476, -3.1091], [-8.9349, 0.4855, -3.2028], [-12.1942, -1.4346, -3.6801], [-11.2444, -0.5841, -2.4429], [-11.4129, 0.1066, -4.0915], [-7.8319, -2.3822, -4.5995], [-5.6967, -1.1935, -4.4363], [-3.4470, 5.4674, -3.7487], [-4.4655, 6.1868, -1.6207], [-5.8841, 4.6630, -0.3318], [-6.3751, 2.4116, -1.1657], [-4.6062, -0.3736, -5.8745], [-3.0551, 0.2890, -7.6436], [-2.0655, 2.5262, -7.6700], [-2.5704, 4.1429, -5.8787], [-7.7364, 2.1603, -2.7484], [-9.8373, 0.9706, -2.8810]], "forces_ev_per_angstrom": [[-0.5, 0.7, -1.1], [1.0, -1.4, 2.1], [-0.5, 0.8, -1.1], [0.0, 0.0, 0.4], [-0.3, 0.5, 0.3], [-0.4, 0.3, -0.3], [-1.2, 0.2, -1.1], [1.3, 1.0, 0.2], [0.0, 0.1, 0.2], [1.7, -2.4, -1.6], [-1.8, 1.4, 2.4], [0.2, -0.2, -0.6], [0.2, -0.4, 0.0], [-0.1, 0.1, 0.1], [-0.1, 0.1, 0.1], [0.1, -0.4, 0.0], [0.0, -0.1, -0.1], [0.1, -0.1, -0.1], [-0.5, 0.1, 0.1], [1.5, 0.5, 0.0], [0.0, 0.0, 0.1], [-0.9, -0.2, 0.0], [0.0, 0.4, 0.2], [0.4, 0.3, 0.0], [-0.7, 0.0, 0.0], [-0.1, 0.4, 0.4], [-0.2, 0.6, 0.9], [0.0, -0.8, -0.7], [-0.3, 0.0, 0.4], [0.1, 0.4, 0.1], [0.2, -0.6, -0.4], [0.5, -0.5, -0.9], [0.4, -0.2, -0.5], [-0.3, 0.3, 0.6], [0.2, 0.2, -0.2], [0.1, -0.4, -0.3], [-0.6, 0.1, 0.9], [1.0, 0.1, -0.2], [-0.9, -0.9, -0.2], [0.3, -0.1, -0.1], [-0.2, 0.1, 0.0], [-0.1, 0.0, 0.1], [0.0, -0.3, -0.1], [0.1, -0.2, 0.0], [0.2, 0.2, -0.1], [0.1, 0.2, 0.1], [0.0, 0.1, 0.1], [-0.1, -0.1, 0.2], [-0.1, -0.2, -0.1], [0.0, -0.1, -0.1], [0.1, 0.0, -0.1], [0.2, 0.3, 0.0], [-0.1, 0.1, 0.0], [-0.1, 0.2, 0.1]], "lowdin_charge": [0.1641, -0.1833, -0.2387, -0.0082, -0.0421, -0.2881, 0.6862, -0.7468, 0.5796, -0.3890, -0.3775, -0.0408, -0.0097, 0.1221, 0.1157, 0.0063, 0.1182, 0.1226, -0.0884, -0.0604, -0.2220, 0.0198, -0.0112, -0.1439, 0.0074, -0.1164, -0.0945, 0.0022, -0.0599, -0.0656, -0.0118, -0.0984, -0.0930, 0.0036, -0.0702, -0.0658, -0.0026, 0.0008, -0.0080, 0.0990, 0.0976, 0.0985, 0.1218, 0.1057, 0.1118, 0.1060, 0.1068, 0.1141, 0.0952, 0.1055, 0.1059, 0.1116, 0.1077, 0.1006]}

Total energy: -39649.5888, -11082.2481, -101737.3546, -1176195.8993, -60345.0237 (eV)